Molecular formula: C2H2P2
Method: DFT, ωB97M-V/def2-TZVPD

Its SMILES is C1=P2=P1=C2. The calculation puts the largest force on an atom at 0.117 hartree/bohr. The relative energy (zero: lowest compared OMol25 entry of this formula, charge and spin) comes out at 2.624 eV. The calculation puts the total energy at -20678.6103 eV.

The geometry in XYZ format:
```
6
Properties=species:S:1:pos:R:3:nbo_charge:R:1
C 0.990 1.162 0.402 -0.84
P 0.835 -0.628 -0.228 0.67
P -0.924 0.714 -0.211 0.66
C -0.891 -1.076 0.152 -0.97
H 1.561 1.788 -0.252 0.19
H -1.571 -1.960 0.137 0.28
```



Molecular formula: C2H2P2
Method: DFT, ωB97M-V/def2-TZVPD

The calculation puts the largest force on an atom at 0.064 hartree/bohr. The relative energy (zero: lowest compared OMol25 entry of this formula, charge and spin) comes out at 1.056 eV. The calculation puts the total energy at -20680.1778 eV.

The geometry in XYZ format:
```
6
Properties=species:S:1:pos:R:3:nbo_charge:R:1
C 0.076 -0.212 -0.389 -0.25
C -0.105 0.157 0.753 -0.25
P -3.262 0.841 -0.685 0.00
P -3.406 -0.708 0.515 0.00
H -0.167 -0.409 -1.450 0.25
H -0.132 0.287 1.859 0.25
```



Molecular formula: C2H2S2
Method: DFT, ωB97M-V/def2-TZVPD

Its SMILES is S=C1CS1. The calculation puts the largest force on an atom at 0.086 hartree/bohr. The relative energy (zero: lowest compared OMol25 entry of this formula, charge and spin) comes out at 1.724 eV. The calculation puts the total energy at -23773.8906 eV.

The geometry in XYZ format:
```
6
Properties=species:S:1:pos:R:3:nbo_charge:R:1
S -3.378 -0.661 0.061 0.10
C -2.021 0.164 -0.151 -0.36
C -0.176 0.283 -0.010 -0.51
S -1.369 1.710 0.015 0.33
H 0.057 0.241 0.996 0.20
H 0.544 -0.062 -0.734 0.23
```



Molecular formula: C2H2S3
Method: DFT, ωB97M-V/def2-TZVPD

Its SMILES is S=C1SCS1. The calculation puts the largest force on an atom at 0.081 hartree/bohr. The relative energy (zero: lowest compared OMol25 entry of this formula, charge and spin) comes out at 0.581 eV. The calculation puts the total energy at -34610.5216 eV.

The geometry in XYZ format:
```
7
Properties=species:S:1:pos:R:3:nbo_charge:R:1
S -2.917 0.064 0.351 -0.04
C -1.189 -0.061 0.246 -0.45
S 0.068 0.739 1.291 0.33
C 1.034 0.042 -0.130 -0.64
S -0.313 -0.699 -1.188 0.33
H 1.738 -0.755 0.285 0.23
H 1.579 0.669 -0.855 0.24
```



Molecular formula: C2H2S4
Method: DFT, ωB97M-V/def2-TZVPD

Its SMILES is S=C(S)C(=S)S. The calculation puts the largest force on an atom at 0.079 hartree/bohr. The relative energy (zero: lowest compared OMol25 entry of this formula, charge and spin) comes out at 0.642 eV. The calculation puts the total energy at -45445.6909 eV.

The geometry in XYZ format:
```
8
Properties=species:S:1:pos:R:3:nbo_charge:R:1
S 1.108 -1.688 -0.522 0.09
C 0.069 -0.763 0.295 -0.43
S -1.275 -1.373 1.113 0.23
C -0.044 0.740 -0.130 -0.32
S -1.134 1.753 0.587 0.08
S 1.121 1.287 -1.426 0.13
H -0.806 -2.515 1.131 0.11
H 0.642 2.457 -1.206 0.12
```



Molecular formula: C2H31N2O12
Method: DFT, ωB97M-V/def2-TZVPD

The calculation puts the largest force on an atom at 0.034 hartree/bohr. The relative energy (zero: lowest compared OMol25 entry of this formula, charge and spin) comes out at 1.646 eV. The calculation puts the total energy at -30122.7865 eV. The charge is +1.

The geometry in XYZ format:
```
47
Properties=species:S:1:pos:R:3:nbo_charge:R:1
C 0.432 -0.306 0.598 -0.23
C -0.900 -0.378 0.451 0.03
N -1.528 -1.025 -0.568 -0.81
N 1.009 0.308 1.804 -0.73
H 1.156 -0.629 -0.129 0.22
H -1.518 0.122 1.183 0.21
H -2.426 -0.637 -0.774 0.42
H -0.982 -1.391 -1.337 0.43
H 1.905 0.748 1.588 0.46
H 0.971 -0.267 2.650 0.45
H 0.379 1.090 2.087 0.46
H -0.870 2.949 3.251 0.50
H -1.591 2.129 2.046 0.51
O -0.765 2.460 2.437 -0.99
H -0.964 -2.551 0.793 0.50
H -1.012 -3.985 1.423 0.49
O -0.616 -3.110 1.512 -0.99
H 4.348 1.805 0.239 0.50
H 2.947 2.463 -0.069 0.52
O 3.395 1.639 0.188 -1.00
H 1.554 -0.272 -3.479 0.51
H 0.497 -0.985 -4.342 0.48
O 0.661 -0.140 -3.879 -0.98
H -2.737 1.109 3.360 0.48
H -3.964 0.725 2.660 0.49
O -3.251 1.364 2.581 -0.96
H 3.047 0.875 -1.565 0.51
H 3.763 -0.304 -2.280 0.48
O 2.877 0.088 -2.147 -0.99
H -3.011 2.161 0.098 0.48
H -1.930 1.906 -1.064 0.51
O -2.583 1.497 -0.461 -0.99
H 0.710 3.738 -0.641 0.47
H 0.964 2.583 -1.614 0.50
O 1.414 3.374 -1.228 -0.98
H -1.593 -3.820 -2.573 0.49
H -0.193 -3.222 -2.125 0.50
O -1.132 -3.002 -2.307 -1.00
H 2.046 -2.868 -0.964 0.49
H 0.930 -3.552 -0.139 0.50
O 1.177 -3.300 -1.069 -0.97
H -0.254 0.739 -2.537 0.51
H -0.999 1.921 -3.143 0.50
O -0.442 1.684 -2.397 -1.00
H -0.883 -1.262 3.380 0.50
H 0.276 -1.577 4.433 0.50
O -0.315 -0.896 4.072 -0.97
```



Molecular formula: C2H38CdF6NO23S2
Method: DFT, ωB97M-V/def2-TZVPD

The calculation puts the largest force on an atom at 0.157 hartree/bohr. The calculation puts the total energy at -93807.6597 eV. The charge is +1.

The geometry in XYZ format:
```
73
Properties=species:S:1:pos:R:3:mulliken_charge:R:1
Cd 0.314 0.036 -0.143 1.52
C -0.081 -2.503 -3.445 0.56
F -0.108 -3.122 -2.284 -0.09
F 0.565 -3.265 -4.363 -0.23
F -1.316 -2.198 -3.859 -0.22
S 0.739 -0.757 -3.346 0.57
O 1.813 -0.666 -4.317 -0.54
O -0.271 0.260 -3.549 -0.54
N 1.248 -0.708 -1.657 -0.46
S 2.580 -1.582 -1.671 0.66
O 2.807 -2.099 -0.325 -0.63
O 2.695 -2.592 -2.701 -0.53
C 3.992 -0.347 -2.071 0.70
F 4.488 0.097 -0.948 -0.20
F 4.893 -1.018 -2.805 -0.22
F 3.540 0.673 -2.824 -0.21
O -3.503 0.716 -1.885 -0.51
H -4.429 0.578 -2.081 0.24
H -3.098 0.877 -2.737 0.32
O 3.373 -0.578 2.784 -0.66
H 2.800 -0.759 3.529 0.33
H 3.501 -1.431 2.368 0.25
O -1.551 -0.740 -0.790 0.45
H -1.935 -1.610 -0.898 -0.12
H -2.219 -0.140 -1.124 0.03
O -2.619 3.149 -1.119 -0.80
H -2.829 3.997 -1.509 0.27
H -2.903 2.508 -1.770 0.37
O 4.865 1.506 1.651 -0.57
H 4.446 0.790 2.128 0.35
H 4.884 2.231 2.275 0.28
O 0.642 -1.505 1.115 0.21
H 1.478 -1.949 1.262 -0.02
H 0.097 -1.770 1.856 0.01
O -0.702 0.995 1.437 0.12
H -0.413 1.500 2.197 0.13
H -1.621 0.794 1.619 0.05
O 0.834 2.072 3.473 -0.61
H 0.253 2.783 3.742 0.29
H 1.604 2.514 3.115 0.20
O -2.971 -3.209 -1.038 -0.50
H -2.971 -4.166 -1.064 0.26
H -3.786 -2.957 -1.471 0.26
O -0.245 1.768 -1.099 0.04
H 0.375 2.390 -1.479 0.11
H -1.048 2.274 -0.976 0.23
O 1.945 3.189 -1.772 -0.58
H 1.316 3.677 -2.304 0.17
H 2.726 3.742 -1.757 0.22
O -0.424 -3.161 3.194 -0.61
H -1.232 -2.674 3.358 0.25
H 0.016 -3.188 4.043 0.30
O 1.246 -4.990 -0.465 -0.58
H 1.166 -4.808 0.471 0.30
H 0.569 -4.450 -0.873 0.31
O -3.253 0.264 1.852 -0.54
H -3.912 -0.298 1.443 0.19
H -3.655 1.133 1.867 0.37
O -2.451 1.759 -4.079 -0.67
H -2.570 2.327 -4.841 0.33
H -1.537 1.480 -4.128 0.44
O 2.099 1.163 0.377 -0.10
H 2.110 1.857 -0.283 0.00
H 2.926 1.265 0.847 0.11
O -4.235 2.706 1.260 -0.72
H -5.150 2.667 0.981 0.32
H -3.735 2.696 0.443 0.40
O 1.309 -0.222 4.972 -0.68
H 1.037 0.440 4.337 0.39
H 0.541 -0.352 5.528 0.31
O -1.494 0.226 4.436 -0.57
H -2.164 -0.294 3.995 0.28
H -1.404 1.011 3.895 0.21
```



Molecular formula: C2H38NO15
Method: DFT, ωB97M-V/def2-TZVPD

The calculation puts the largest force on an atom at 0.132 hartree/bohr. The relative energy (zero: lowest compared OMol25 entry of this formula, charge and spin) comes out at 3.183 eV. The calculation puts the total energy at -34886.2753 eV. The charge is +1.

The geometry in XYZ format:
```
56
Properties=species:S:1:pos:R:3:nbo_charge:R:1
C -1.956 0.904 -3.555 -0.42
N -1.681 1.624 -2.202 -0.56
C -2.226 3.021 -2.174 -0.41
H -2.444 -0.049 -3.369 0.25
H -2.529 1.497 -4.211 0.22
H -1.089 0.599 -4.080 0.24
H -0.701 1.643 -1.787 0.47
H -2.126 0.950 -1.466 0.47
H -1.795 3.668 -2.974 0.23
H -2.046 3.404 -1.197 0.24
H -3.357 2.937 -2.395 0.23
H 1.119 -2.956 1.365 0.46
H 1.906 -4.303 1.369 0.48
O 1.621 -3.560 1.973 -0.96
H -2.963 1.006 1.449 0.48
H -4.413 1.030 1.305 0.48
O -3.620 1.391 0.896 -0.96
H 3.648 0.493 1.664 0.48
H 2.776 0.866 0.782 0.48
O 3.057 0.036 1.135 -0.96
H 0.161 -1.529 -1.159 0.45
H 0.855 -0.679 -2.208 0.49
O 0.357 -1.478 -2.142 -0.96
H 1.742 -2.215 4.122 0.51
H 1.821 -1.289 2.910 0.47
O 1.264 -1.552 3.585 -0.96
H 2.213 4.150 -0.209 0.46
H 1.651 4.983 0.833 0.47
O 1.369 4.218 0.277 -0.93
H -2.675 -0.803 -0.368 0.47
H -4.041 -0.357 -0.665 0.48
O -3.289 -0.794 -1.026 -0.93
H 2.516 1.166 -2.000 0.50
H 1.483 1.007 -1.020 0.48
O 1.588 0.958 -2.017 -0.99
H 3.449 -1.156 -1.736 0.50
H 3.986 -0.488 -3.060 0.47
O 3.707 -0.375 -2.225 -1.00
H -1.741 -0.766 2.576 0.51
H -2.276 -0.242 3.975 0.50
O -2.178 -0.064 3.059 -1.00
H -0.617 2.491 3.772 0.47
H -1.416 1.431 3.048 0.49
O -0.610 1.916 3.093 -0.98
H 2.325 -1.507 -0.316 0.47
H 3.376 -2.521 -0.002 0.49
O 2.749 -2.263 -0.746 -0.93
H 0.618 -4.087 -0.716 0.49
H -0.416 -5.194 -0.242 0.49
O -0.093 -4.308 -0.163 -0.98
H -0.031 -1.329 2.205 0.48
H -0.567 -2.526 1.646 0.51
O -0.558 -1.542 1.540 -0.96
H 1.016 0.182 0.831 0.47
H 0.450 1.336 1.484 0.53
O 0.632 1.026 0.536 -1.00
```



Molecular formula: C2H3AlLiO2
Method: DFT, ωB97M-V/def2-TZVPD

The calculation puts the largest force on an atom at 0.099 hartree/bohr. Its expectation value of S² is 0.75. The relative energy (zero: lowest compared OMol25 entry of this formula, charge and spin) comes out at 1.144 eV. The calculation puts the total energy at -12999.0176 eV. As for the spin multiplicity: 2. The charge is +2.

The geometry in XYZ format:
```
9
Properties=species:S:1:pos:R:3:nbo_charge:R:1
H 0.477 0.844 -1.062 0.29
O 0.865 -1.419 -1.564 -0.36
C 0.588 -1.048 -0.427 0.34
C -0.236 0.204 -0.377 -0.26
O -0.579 0.717 0.864 -1.14
Al -1.746 1.805 1.036 1.78
Li 0.341 0.008 2.247 0.98
H 1.392 -1.177 0.335 0.13
H -1.101 0.065 -1.053 0.25
```



Molecular formula: C2H3AuO2
Method: DFT, ωB97M-V/def2-TZVPD

The calculation puts the largest force on an atom at 0.143 hartree/bohr. Its expectation value of S² is 2.02. The calculation puts the total energy at -9899.8127 eV. As for the spin multiplicity: 3.

The geometry in XYZ format:
```
8
Properties=species:S:1:pos:R:3:nbo_charge:R:1
O 0.292 0.903 1.005 -0.37
Au 0.169 1.240 -1.240 0.85
O -0.390 2.020 0.354 -0.45
C -0.222 -0.545 0.392 -0.24
C 0.133 -0.679 -1.040 -0.41
H 0.233 -1.264 1.099 0.21
H -1.312 -0.455 0.570 0.22
H 1.097 -1.219 -1.140 0.18
```